C23H20GdN8 as an isolated structure in a non-equilibrium geometry. Source: the Open Molecules 2025 dataset; level of theory: ωB97M-V/def2-TZVPD.

Element x y z (Å)
Gd  -0.87803  0.74934  -1.10293
C  3.06523  -0.65166  -2.30498
C  2.78795  -0.51057  -0.80810
C  3.29526  -1.70100  0.08173
C  3.28161  -1.17188  1.49274
C  2.21761  -0.47751  1.88034
C  1.04416  -0.25996  0.92874
N  0.92262  1.15160  0.45607
C  -0.28214  -0.63690  1.59433
C  -0.39933  -1.34344  2.78457
C  -1.67001  -1.50583  3.32824
C  -2.78280  -0.98619  2.67637
C  -2.60284  -0.32298  1.46393
N  -1.36325  -0.16851  0.95626
C  -3.67899  0.24979  0.61204
C  -5.00451  0.36681  1.01279
C  -5.93587  0.89042  0.12145
C  -5.53566  1.27537  -1.14750
C  -4.18952  1.16998  -1.48242
C  -3.62342  1.60051  -2.80583
N  -3.28848  0.67986  -0.61684
H  3.95987  -0.09853  -2.57817
H  2.22954  -0.26082  -2.89696
H  3.22306  -1.69236  -2.58187
H  4.17471  -2.26707  -0.20833
H  4.12247  -1.36922  2.13408
H  2.13298  -0.03705  2.85956
H  0.46462  -1.74907  3.28695
H  -1.78750  -2.02795  4.26764
H  -3.75794  -1.11028  3.11696
H  -5.32047  0.07106  1.99980
H  -6.96795  0.99458  0.41813
H  -6.24876  1.66170  -1.85933
H  -4.39276  2.05344  -3.43309
H  -3.23537  0.72732  -3.36154
H  -2.83944  2.37698  -2.64892
N  1.56300  -3.15938  -1.09548
C  0.59092  -2.54511  -1.74586
N  0.36737  -1.29667  -1.36094
C  1.39662  -1.06842  -0.34111
N  1.97459  -2.38088  -0.00853
C  3.13908  0.87853  -0.33867
C  4.40368  1.45516  -0.48875
N  4.65761  2.70417  -0.17809
C  3.67798  3.45742  0.29410
C  2.40799  2.94875  0.49287
N  2.15434  1.66010  0.17781
H  1.75506  -4.15426  -1.10639
H  0.02949  -3.03946  -2.52583
H  5.23306  0.87720  -0.87469
H  3.92356  4.48169  0.54132
H  1.58895  3.51123  0.92232

Results
spin multiplicity: 8
DFT total energy: -56903.457 eV
frontier orbital gap (alpha / beta): 7.99 / 5.26 eV
LUMO level (alpha / beta): -9.6 / -12.3 eV
total charge: +3
⟨S²⟩: 16.086
energy relative to the best compared isomer or geometry (same formula, charge and spin): 124.2 kcal/mol
HOMO level (alpha / beta): -17.59 / -17.56 eV

Löwdin population analysis, charges in e, atoms 1 to 5: 1.87, 0.03, -0.26, -0.10, 0.05